# 1
13
Properties=species:S:1:pos:R:3:lowdin_spin:R:1 method="wB97M-V/def2-TZVPD" orbital_gap_ev="8.21 / 4.41" s2=2.009 e_homo_ev="-8.374 / -8.775" multiplicity=3
Br 2.52781 1.01301 1.33151 0.2791
N 2.65047 -1.14930 -2.92527 0.0403
C 1.26537 0.19622 0.36521 0.7812
C -0.91477 -0.48633 -0.75251 0.0659
C 2.18039 -0.61263 -2.03629 0.2850
C -0.03300 0.11991 0.29280 0.4018
C -0.84417 0.59141 1.47719 0.0734
H -1.94755 0.27623 1.48569 0.0060
H -0.26318 -1.13568 -1.32595 0.0069
H -1.72296 -0.94621 -0.40660 0.0063
H -1.29560 0.16330 -1.51965 0.0212
H -0.49831 0.27497 2.50788 0.0079
H -1.10450 1.69511 1.50599 0.0251

=====

# 2
65
Properties=species:S:1:pos:R:3:lowdin_spin:R:1 method="wB97M-V/def2-TZVPD" orbital_gap_ev="7.83 / 6.73" s2=2.004 e_homo_ev="-5.268 / -5.243" multiplicity=3 charge=-1
Pd -0.34864 0.34427 -1.00348 1.4257
N -2.69851 -0.83463 -3.34887 0.0052
N -1.38617 -1.47206 -1.44006 0.1381
N -1.32188 1.03953 -2.74043 0.0832
N -1.14641 2.28125 -3.26741 0.0066
N -2.60947 -3.01003 -2.39210 0.0050
N -1.22050 -2.63096 -0.75989 0.0050
N 0.08925 0.17581 1.24142 0.0572
N -1.95005 -3.53034 -1.32813 0.0098
N -1.90484 2.38338 -4.30090 0.0163
N 1.64857 -0.39102 -0.96053 0.1248
N -2.60121 1.23725 -4.50115 0.0009
C -0.63967 0.51377 2.41442 0.0060
C 2.30079 0.94984 -3.52280 0.0021
C 1.91227 -0.96589 0.26008 0.0088
C 1.09841 -0.63033 1.35945 0.0048
C -2.70439 0.51682 3.65380 -0.0006
C -2.08154 1.16054 4.71462 0.0031
C -2.00775 0.18619 2.50031 0.0028
C -2.70874 -0.51523 1.35221 0.0008
C 2.49435 -0.55757 -3.32895 0.0019
C 2.50786 -0.91300 -1.85429 0.0196
C 2.33989 1.07262 4.40327 0.0002
C 1.41911 1.73308 3.37240 0.0002
C -3.29409 0.52151 0.38392 0.0124
C -3.79361 -1.50001 1.79070 0.0004
C -0.00891 1.20903 3.46380 0.0042
C -2.23424 -1.74677 -2.42491 0.0110
C 3.38344 -1.79581 -1.19069 0.0087
C 1.34890 -1.31428 -4.02085 -0.0006
C 1.45318 3.25677 3.53229 0.0001
C 3.82335 -0.97040 -3.96546 -0.0001
C -0.74868 1.50648 4.60777 -0.0001
C -2.21540 0.44100 -3.52440 0.0113
C 2.99798 -1.83281 0.14853 0.0119
H -2.63573 1.39212 5.61655 0.0002
H -2.52030 1.13426 -0.07504 0.0073
H 2.37774 -0.01054 4.27363 0.0001
H -4.68083 -0.98879 2.17774 0.0001
H 2.46786 3.63014 3.37174 0.0000
H 1.37388 1.29717 -3.08050 0.0025
H 1.47487 -2.39452 -3.91001 0.0000
H 1.80739 1.51160 2.38202 -0.0001
H -4.10298 -2.10216 0.93326 0.0000
H 1.98814 1.27416 5.41916 0.0000
H 4.18947 -2.35267 -1.64345 0.0014
H 1.32361 -1.08271 2.32583 0.0008
H 3.12588 1.50675 -3.07007 -0.0001
H -3.85600 0.03304 -0.41466 -0.0001
H 1.13969 3.55758 4.53495 0.0000
H 3.83739 -0.68096 -5.01954 0.0000
H 0.79162 3.73875 2.81062 0.0000
H 0.39048 -1.04447 -3.58007 -0.0008
H -1.96032 -1.09670 0.82603 -0.0001
H -3.75244 0.25253 3.73453 -0.0001
H -3.31847 -1.18321 -4.05819 0.0002
H -3.96494 1.20128 0.91712 0.0008
H 3.43465 -2.41203 0.95003 0.0011
H 2.26192 1.18550 -4.58993 0.0000
H 4.66338 -0.48547 -3.46093 0.0000
H -0.27085 2.03578 5.42708 0.0000
H -3.41942 -2.17772 2.56201 0.0000
H 3.35733 1.46263 4.31289 0.0000
H 1.31634 -1.06672 -5.08646 0.0000
H 3.96797 -2.05261 -3.91003 0.0000

=====

# 3
12
Properties=species:S:1:pos:R:3:mulliken_charge:R:1 method="wB97M-V/def2-TZVPD" orbital_gap_ev=10.70 e_homo_ev=-9.860 multiplicity=1
O -0.12723 1.44849 -0.79287 -0.3230
C -0.57287 -0.68370 1.19932 -0.9137
C 0.95353 0.87003 -0.15253 -0.3037
C -0.48573 0.16695 -1.21246 -0.3543
C 0.22466 -0.46649 0.00337 -0.1574
C -1.20118 -0.92673 2.19294 0.3735
H 1.65251 0.51135 -1.33406 0.0988
H -1.59332 0.13046 -1.30134 0.3217
H 1.37676 1.49148 0.64825 0.3350
H -1.76902 -1.11727 3.07627 0.4308
H 0.85601 -1.32922 -0.19694 0.3183
H 0.68587 -0.09537 -2.12995 0.1740

=====

# 4
21
Properties=species:S:1:pos:R:3:mulliken_charge:R:1 method="wB97M-V/def2-TZVPD" orbital_gap_ev=9.42 e_homo_ev=-8.803 multiplicity=1
F -0.22731 2.24968 -0.13753 -0.3465
N -2.61349 2.06658 -0.06354 -0.7275
C 2.17854 -1.66065 -0.37865 -0.5855
C 0.33943 -0.11895 0.08461 -0.3756
C 0.27484 -0.73746 1.33834 0.1654
C -1.99666 0.84255 -0.42123 -0.0326
C -1.13435 0.85881 -1.59127 -0.6797
C 1.17200 -1.66512 1.96436 -0.9406
C 2.15787 -2.11133 1.00142 -0.0150
C 1.44190 -0.61160 -0.64372 0.0040
C -0.49763 0.93966 -0.43277 0.7305
H -1.70179 2.43143 0.92930 0.3333
H -2.48586 -0.20447 -0.26706 0.2669
H -1.41483 1.64868 -2.30818 0.2961
H 1.04654 -1.98354 2.96914 0.4301
H -1.10177 -0.07488 -2.20423 0.2668
H 3.10814 -2.71415 1.36515 0.2589
H 1.79116 0.00104 -1.51229 0.2974
H 3.25222 -1.49714 -0.94269 0.1748
H -2.96436 2.90121 -0.78543 0.2547
H -0.62458 -0.56036 2.03627 0.2238

=====

Repeat the fourth record exactly.
21
Properties=species:S:1:pos:R:3:mulliken_charge:R:1 method="wB97M-V/def2-TZVPD" orbital_gap_ev=9.42 e_homo_ev=-8.803 multiplicity=1
F -0.22731 2.24968 -0.13753 -0.3465
N -2.61349 2.06658 -0.06354 -0.7275
C 2.17854 -1.66065 -0.37865 -0.5855
C 0.33943 -0.11895 0.08461 -0.3756
C 0.27484 -0.73746 1.33834 0.1654
C -1.99666 0.84255 -0.42123 -0.0326
C -1.13435 0.85881 -1.59127 -0.6797
C 1.17200 -1.66512 1.96436 -0.9406
C 2.15787 -2.11133 1.00142 -0.0150
C 1.44190 -0.61160 -0.64372 0.0040
C -0.49763 0.93966 -0.43277 0.7305
H -1.70179 2.43143 0.92930 0.3333
H -2.48586 -0.20447 -0.26706 0.2669
H -1.41483 1.64868 -2.30818 0.2961
H 1.04654 -1.98354 2.96914 0.4301
H -1.10177 -0.07488 -2.20423 0.2668
H 3.10814 -2.71415 1.36515 0.2589
H 1.79116 0.00104 -1.51229 0.2974
H 3.25222 -1.49714 -0.94269 0.1748
H -2.96436 2.90121 -0.78543 0.2547
H -0.62458 -0.56036 2.03627 0.2238